(1)
Density functional theory data (ωB97M-V with the def2-TZVPD basis set) for C23H17BiF5N3S as an isolated structure.

```
50
Properties=species:S:1:pos:R:3
Bi -0.6100 0.3838 0.7161
N 0.1353 -2.5344 1.7804
C -0.6861 -3.3502 1.0041
C -1.3756 -4.4280 1.5034
C -2.1607 -5.2412 0.6596
C -2.2488 -4.9911 -0.6814
C -1.5823 -3.8662 -1.2181
C -1.6138 -3.5169 -2.5889
C -0.9585 -2.4037 -3.0292
C -0.3076 -1.5833 -2.0866
N -0.2615 -1.8718 -0.8074
C -0.8435 -3.0224 -0.3685
H 0.4083 -2.9209 2.6681
H 0.9065 -2.1106 1.2800
H -1.2886 -4.6711 2.5570
H -2.6801 -6.0892 1.0877
H -2.8172 -5.6380 -1.3390
H -2.1650 -4.1477 -3.2785
H -0.9635 -2.1196 -4.0733
H 0.1668 -0.6544 -2.3902
F -7.4380 0.3513 0.3047
C -6.1855 0.6076 -0.0570
C -5.2730 -0.4182 -0.1803
F -5.6475 -1.6751 0.0600
C -3.9738 -0.1350 -0.5560
F -3.1193 -1.1667 -0.6607
C -3.5302 1.1549 -0.8156
S -1.8855 1.5119 -1.3327
C -4.4793 2.1665 -0.6752
F -4.1440 3.4350 -0.9021
C -5.7845 1.9056 -0.3071
F -6.6627 2.8992 -0.1848
C 3.4385 -0.8148 0.2238
C 3.4776 0.6111 -0.2561
C 4.6125 1.1368 -0.8550
C 4.6481 2.4553 -1.2880
C 3.5300 3.2573 -1.1134
C 2.3690 2.7676 -0.5277
C 1.1741 3.6567 -0.3266
C 2.3327 1.4247 -0.0954
N 1.2252 0.8819 0.5185
H 4.4042 -1.3000 0.0827
H 2.6786 -1.3890 -0.3150
H 3.1774 -0.8496 1.2857
H 5.4856 0.5030 -0.9810
H 5.5426 2.8561 -1.7483
H 3.5531 4.2911 -1.4436
H 1.4076 4.6863 -0.6005
H 0.8495 3.6392 0.7181
H 0.3203 3.3333 -0.9290
```

## Properties
LUMO	-0.74	eV
total charge	0
HOMO	-7.24	eV
energy above the lowest of the compared OMol25 structures with the same formula, charge and spin	0.0	kcal per mole
orbital gap	6.50	eV

(2)
Density functional theory data (ωB97M-V with the def2-TZVPD basis set) for the molecule C22H25N3O5S.

```
56
Properties=species:S:1:pos:R:3
O -0.1903 1.9864 -1.0968
C -0.2845 0.9174 -0.5272
N -0.5147 -0.2588 -1.1629
C -0.5417 -0.4506 -2.5526
C -1.4609 -1.3494 -3.0851
C -1.5035 -1.5825 -4.4461
C -0.6232 -0.9236 -5.2890
C 0.2991 -0.0372 -4.7636
C 0.3471 0.2189 -3.3972
C 1.4713 1.0249 -2.8206
O 2.2244 0.5176 -2.0032
N 1.6746 2.2559 -3.3339
C 0.7243 3.0215 -4.1087
C 0.2693 4.2486 -3.3039
O 1.3680 5.0268 -2.8868
C 2.2224 4.2618 -2.0665
C 2.7736 3.0598 -2.8367
C -0.1632 0.7968 0.9573
C 0.7220 1.6548 1.6073
C 0.8851 1.5989 2.9797
C 0.1541 0.6856 3.7250
C -0.7324 -0.1514 3.0770
S -1.6932 -1.3634 3.9808
O -3.0537 -1.3069 3.5336
O -1.4303 -1.2190 5.3854
N -1.0135 -2.7705 3.3313
C 0.2360 -3.1157 3.9843
C -0.1328 -4.0134 5.1804
C -1.5710 -4.4771 4.8899
C -1.8638 -3.9391 3.4827
C -0.9025 -0.1103 1.7083
H -0.6827 -1.0781 -0.5980
H -2.1392 -1.8665 -2.4218
H -2.2196 -2.2828 -4.8486
H -0.6465 -1.1105 -6.3517
H 1.0128 0.4472 -5.4135
H -0.1439 2.4121 -4.3537
H 1.2159 3.3540 -5.0317
H -0.3523 4.8984 -3.9221
H -0.2991 3.9036 -2.4308
H 3.0290 4.9262 -1.7522
H 1.6681 3.9011 -1.1886
H 3.3872 2.4302 -2.1914
H 3.3645 3.4101 -3.6906
H 1.2832 2.3591 1.0121
H 1.5777 2.2659 3.4696
H 0.2461 0.6175 4.7978
H 0.7481 -2.2017 4.2815
H 0.8566 -3.6521 3.2606
H 0.5581 -4.8507 5.2654
H -0.0994 -3.4356 6.1016
H -1.6765 -5.5595 4.9356
H -2.2615 -4.0267 5.6015
H -2.8996 -3.6383 3.3376
H -1.5804 -4.6629 2.7127
H -1.6423 -0.7668 1.2764
```

## Properties
LUMO	0.28	eV
total charge	0
SMILES	O=C(Nc1ccccc1C(=O)N1CCOCC1)c1cccc(S(=O)(=O)N2CCCC2)c1
HOMO	-8.79	eV
energy above the lowest of the compared OMol25 structures with the same formula, charge and spin	57.1	kcal per mole
orbital gap	9.07	eV

(3)
Density functional theory data (ωB97M-V with the def2-TZVPD basis set) for C19H43AuN2O3PS2SbSi3 as an isolated structure.

```
75
Properties=species:S:1:pos:R:3
Au 1.1599 -0.6091 0.4227
C 2.7070 -5.6059 -2.5500
C 3.1168 -4.7534 -1.3721
O 3.1116 -3.3397 -1.6918
P 1.7808 -2.5048 -1.8830
S 0.3217 -3.0987 -0.7053
S 2.3607 -0.5628 -1.6149
O 1.3247 -2.6861 -3.3885
C 1.9730 -2.0623 -4.5239
C 3.3190 -2.6701 -4.8417
H 2.7909 -6.6584 -2.2766
H 3.3548 -5.4235 -3.4072
H 1.6736 -5.4105 -2.8370
H 4.1416 -4.9536 -1.0684
H 2.4537 -4.9090 -0.5199
H 2.0540 -0.9917 -4.3221
H 1.2683 -2.2077 -5.3400
H 4.0322 -2.5113 -4.0336
H 3.7138 -2.2030 -5.7446
H 3.2261 -3.7406 -5.0230
N -0.6466 -2.6495 7.0768
C -0.6622 -1.4143 6.5244
O -1.0605 -0.4219 7.0927
C -0.1704 -1.3114 5.0988
C -0.2271 -2.3482 4.1798
C 0.1901 -2.1193 2.8805
N 0.6501 -0.9286 2.4837
C 0.7232 0.0699 3.3740
C 0.3167 -0.0800 4.6816
H -0.9210 -2.7258 8.0428
H -0.1326 -3.4101 6.6705
H -0.6212 -3.3216 4.4382
H 0.1508 -2.8921 2.1237
H 1.1120 1.0102 3.0067
H 0.3571 0.7449 5.3792
C 0.9943 2.6023 -3.2364
Si -0.6190 1.8218 -2.7232
C -2.0384 2.9964 -3.0358
C -0.9517 0.1658 -3.5063
Sb -0.5101 1.4493 -0.1771
Si -2.8483 0.7693 0.6583
C -2.6918 0.2657 2.4497
C -3.3959 -0.6498 -0.4178
C -3.9598 2.2614 0.4924
Si 0.1759 3.6495 0.9551
C 2.0401 3.6340 0.9982
C -0.4774 5.0524 -0.0877
C -0.5834 3.6916 2.6621
H 0.9690 2.7858 -4.3144
H 1.8518 1.9647 -3.0215
H 1.1417 3.5654 -2.7437
H -2.1015 3.1861 -4.1113
H -1.8956 3.9558 -2.5373
H -2.9973 2.5819 -2.7211
H -0.8272 0.2396 -4.5903
H -1.9775 -0.1528 -3.3129
H -0.2838 -0.6111 -3.1358
H -2.0612 -0.6161 2.5629
H -3.6817 0.0178 2.8423
H -2.2841 1.0692 3.0654
H -2.6537 -1.4507 -0.4411
H -3.5739 -0.3259 -1.4448
H -4.3337 -1.0590 -0.0329
H -3.5898 3.1140 1.0641
H -4.9551 2.0147 0.8723
H -4.0686 2.5709 -0.5480
H 2.4476 3.5650 -0.0126
H 2.4322 2.7920 1.5717
H 2.4163 4.5556 1.4495
H -0.0349 5.0526 -1.0852
H -0.2201 6.0018 0.3905
H -1.5630 5.0171 -0.1913
H -0.3361 2.8178 3.2661
H -1.6714 3.7610 2.6012
H -0.2258 4.5770 3.1944
```

## Properties
<S²>	0.7575
LUMO (alpha / beta)	-2.97 / -4.56	eV
total charge	+1
HOMO (alpha / beta)	-9.96 / -10.77	eV
energy above the lowest of the compared OMol25 structures with the same formula, charge and spin	0.0	kcal per mole
multiplicity	2
orbital gap (alpha / beta)	6.99 / 6.21	eV

(4)
Density functional theory data (ωB97M-V with the def2-TZVPD basis set) for C42H48F3IrN8P2Se2 as an isolated structure.

```
106
Properties=species:S:1:pos:R:3
Ir 0.1456 -0.1057 -0.0696
C 0.7415 3.5959 0.5318
C -0.0399 3.0345 -0.6458
N 0.4826 1.7469 -1.2146
C 1.9152 1.8108 -1.6222
C 2.7874 1.1103 -0.6175
N 2.2265 -0.2488 -0.4008
C 3.0868 -1.1084 0.4527
C 2.8134 -0.9161 1.9363
C 1.6351 -1.7402 2.4264
N 0.2988 -1.3258 1.9092
C -0.5119 -0.5860 2.9205
C 0.0118 0.8228 3.0495
N -0.0214 1.4973 1.7311
C 0.7794 2.7350 1.8010
H 0.2747 4.5526 0.7660
H 1.7616 3.8284 0.2245
H -0.0186 3.7910 -1.4349
H -1.0891 2.8767 -0.3888
H -0.0651 1.5977 -2.0619
H 2.2427 2.8425 -1.7503
H 2.0034 1.3049 -2.5812
H 2.8228 1.6382 0.3347
H 3.8087 1.0562 -1.0004
H 2.2220 -0.6757 -1.3309
H 4.1347 -0.8950 0.2369
H 2.9013 -2.1496 0.1842
H 2.6692 0.1442 2.1602
H 3.6911 -1.2422 2.4956
H 1.6076 -1.6922 3.5169
H 1.8041 -2.7831 2.1527
H -0.2179 -2.1714 1.7085
H -0.4762 -1.0865 3.8908
H -1.5394 -0.5621 2.5766
H 1.0384 0.8300 3.4167
H -0.5983 1.3616 3.7780
H -0.9913 1.7447 1.5480
H 1.8027 2.4480 2.0452
H 0.4262 3.3337 2.6445
Se -5.7532 -0.8796 -3.6345
P -5.6931 -0.5241 -1.4617
C -6.6572 0.9344 -1.1204
C -7.9189 1.0125 -1.7224
C -8.7165 2.1185 -1.4900
C -8.2546 3.1464 -0.6751
C -7.0016 3.0690 -0.0847
C -6.1920 1.9644 -0.3046
C -6.3786 -1.9417 -0.6341
C -5.8227 -3.1992 -0.8923
C -6.3659 -4.3166 -0.2925
C -7.4718 -4.1871 0.5457
C -8.0211 -2.9405 0.7983
C -7.4805 -1.8069 0.2057
C -4.0119 -0.2930 -0.8293
C -2.7041 -0.1662 -1.2974
N -1.9469 0.0082 -0.1714
N -2.7432 -0.0079 0.8913
N -3.9696 -0.1880 0.5189
P -1.8427 -0.0900 -2.8727
Se 0.3365 -0.6635 -3.7126
C -2.6539 -1.3185 -3.9253
C -2.8104 -1.0662 -5.2880
C -3.3135 -2.0563 -6.1136
C -3.6332 -3.3080 -5.5951
C -3.4424 -3.5745 -4.2471
C -2.9425 -2.5849 -3.4134
C -2.2721 1.5391 -3.5352
C -1.3521 2.2165 -4.3411
C -1.6810 3.4494 -4.8907
C -2.9152 4.0214 -4.6218
C -3.8278 3.3591 -3.8080
C -3.5113 2.1277 -3.2658
H -8.2746 0.2142 -2.3644
H -9.6942 2.1825 -1.9476
H -8.8764 4.0152 -0.5046
H -6.6527 3.8712 0.5515
H -5.2244 1.8976 0.1712
H -4.9860 -3.2957 -1.5762
H -5.9485 -5.2952 -0.4891
H -7.9140 -5.0688 0.9904
H -8.8791 -2.8466 1.4499
H -7.9134 -0.8349 0.3984
H -2.5457 -0.0997 -5.6990
H -3.4409 -1.8591 -7.1697
H -4.0128 -4.0819 -6.2490
H -3.6699 -4.5559 -3.8508
H -2.7708 -2.7916 -2.3626
H -0.3957 1.7651 -4.5685
H -0.9751 3.9580 -5.5333
H -3.1720 4.9805 -5.0517
H -4.7926 3.8020 -3.5983
H -4.2418 1.6259 -2.6471
F -0.2071 -7.1951 -1.6280
C -0.2383 -6.5999 -0.4360
F -1.2852 -7.0570 0.2490
F 0.8777 -6.9200 0.2257
C -0.3009 -5.0913 -0.5972
C 0.6832 -4.4470 -1.3273
C 0.6868 -3.0643 -1.3633
N -0.2273 -2.3170 -0.7290
C -1.2200 -2.9635 -0.0840
C -1.2916 -4.3388 0.0105
H 1.4418 -5.0077 -1.8576
H 1.4408 -2.5427 -1.9296
H -1.9838 -2.3544 0.3851
H -2.1014 -4.8049 0.5556
```

## Properties
<S²>	0.7534
LUMO (alpha / beta)	-8.92 / -9.59	eV
total charge	+3
HOMO (alpha / beta)	-15.18 / -15.20	eV
energy above the lowest of the compared OMol25 structures with the same formula, charge and spin	96.8	kcal per mole
multiplicity	2
orbital gap (alpha / beta)	6.27 / 5.62	eV

(5)
Density functional theory data (ωB97M-V with the def2-TZVPD basis set) for C4H16B2CsO2S as an isolated structure.

```
26
Properties=species:S:1:pos:R:3
Cs -1.8665 1.1195 0.3901
B -1.0219 1.5552 2.7542
H -0.0626 1.0620 2.7249
H -1.8437 0.8570 2.7155
H -0.9337 2.1667 3.6387
H -1.1201 2.2662 1.9486
B -1.5374 -1.2677 1.0774
H -1.1983 -0.6680 1.9078
H -0.8842 -2.0984 0.8595
H -2.5066 -1.6380 1.3738
H -1.3574 -0.7462 0.1501
C 0.8212 0.5476 -0.2515
C 0.6277 -0.9646 -0.3303
C 0.1782 -1.2422 -1.7647
S 1.2381 -0.2102 -2.7526
O 0.5278 0.6724 -3.7480
O 2.5175 -0.8641 -3.0670
C 1.7380 0.9097 -1.4678
H 1.2077 0.6636 0.7611
H -0.1122 1.1106 -0.2569
H 0.0184 -1.2834 0.5155
H 1.5672 -1.4986 -0.1877
H -0.8041 -0.7934 -1.9117
H 0.1250 -2.2637 -2.1413
H 1.9356 1.9229 -1.8178
H 2.7462 0.6853 -1.1197
```

## Properties
LUMO	2.20	eV
total charge	-1
HOMO	-5.28	eV
energy above the lowest of the compared OMol25 structures with the same formula, charge and spin	200.1	kcal per mole
orbital gap	7.48	eV

(6)
Density functional theory data (ωB97M-V with the def2-TZVPD basis set) for a 8-piece molecular cluster, H16O8 overall.

```
24
Properties=species:S:1:pos:R:3
O -5.2521 7.4331 -2.1128
H -4.6572 8.1878 -2.1949
H -5.0300 6.8616 -2.8567
O -8.5335 9.3411 -0.5811
H -8.0454 8.5885 -0.9349
H -8.0425 10.1185 -0.8887
O -2.8943 10.8927 1.4480
H -3.7311 10.6547 1.0103
H -3.1331 10.9203 2.3825
O -4.9489 10.1759 3.8050
H -4.3942 9.5999 4.3424
H -5.3469 9.5936 3.1381
O -5.1955 9.3702 0.8515
H -5.9158 9.1733 0.2364
H -4.9491 8.5067 1.2296
O -6.0494 7.2243 4.2115
H -5.3144 7.4040 3.6008
H -5.8453 7.7214 5.0113
O -3.9632 7.1104 2.1514
H -3.8166 6.1635 2.0300
H -3.1148 7.4619 2.4578
O -6.6619 10.9791 -2.2579
H -6.4838 10.7080 -3.1658
H -5.8084 11.2621 -1.9052
```

## Properties
LUMO	-0.03	eV
total charge	0
SMILES	O.O.O.O.O.O.O.O
HOMO	-10.74	eV
energy above the lowest of the compared OMol25 structures with the same formula, charge and spin	47.2	kcal per mole
orbital gap	10.71	eV